This record from OMol25 describes the ion C7H6ClN4 with charge -1. The level of theory is ωB97M-V with the def2-TZVPD basis set.

Computed properties:
**Frontier orbital gap**: 8.17 eV
**Lowest unoccupied orbital energy**: 0.1240 hartree
**HOMO energy**: -4.80 eV
**Relative energy (zero: lowest compared OMol25 entry of this formula, charge and spin)**: 1.081 eV
**Calculated total energy**: -949.52991 Eh
**Strongest force on any atom**: 3.928 eV/A
**Total charge**: -1

Last column: Löwdin charge in e.
Atoms and positions in Å:
C: 1.722649 0.332534 0.213241  -0.522
C: -2.445706 -0.224520 -0.034095  -0.128
C: -1.763451 0.137250 1.220765  -0.123
C: -1.811529 -0.322538 -1.211119  -0.129
C: -0.461661 0.071106 1.433620  -0.120
C: -0.313815 -0.061948 -1.291542  -0.156
C: 0.389439 -0.304204 0.255032  -0.730
N: 2.623582 -0.064982 1.116694  -0.025
N: 2.266354 1.048974 -0.853402  -0.013
N: 3.748271 0.553468 0.686018  -0.150
N: 3.526324 1.177740 -0.462320  -0.173
Cl: 0.652206 -2.033852 0.364988  0.680
H: -3.505859 -0.365162 0.076291  0.079
H: -2.396437 0.457494 2.066239  0.097
H: -2.210735 -0.599510 -2.265549  0.123
H: 0.097646 0.006609 2.343444  0.101
H: 0.140623 -0.777794 -1.967873  0.081
H: -0.257894 0.969334 -1.690430  0.107

Atoms 1-2, force components in eV/Å:
1.0 -0.3 -1.1
0.2 0.5 -0.5